Entry 1:
Here is an isolated ion of composition C6H16N3OSi and charge +1 at a distorted geometry from the Open Molecules 2025 dataset. Energies are from wB97M-V/def2-TZVPD.

Geometry as XYZ:
```
27
Properties=species:S:1:pos:R:3:forces:R:3
C 0.79252 2.83126 1.06897 -4.507 -2.655 6.242
C 1.29688 1.87264 -0.82713 1.506 1.234 -0.356
C -0.33967 -3.01154 -2.22073 1.102 1.206 -0.736
C -0.33281 -1.96183 -1.11083 -1.349 2.784 -2.340
C 1.06926 -1.34742 -0.93640 0.735 0.089 -0.780
C -0.22463 0.80954 2.38526 -1.263 2.554 -0.583
N 1.34327 3.07314 -0.04553 3.388 -0.314 -7.882
N 0.49585 1.46211 1.28366 0.569 -0.216 -0.127
N 0.59685 0.78492 -0.01296 -0.830 1.121 0.003
O 1.29531 -0.38915 0.14936 -0.238 -0.288 0.543
Si -2.20247 0.80009 1.94796 1.384 0.975 0.418
H 0.76334 3.56291 1.78956 -0.479 0.849 2.062
H 0.66224 2.00539 -1.73066 0.811 -0.178 0.059
H 2.40833 1.63428 -0.93861 -1.629 -0.536 -0.622
H -0.30106 -2.55931 -3.24364 -0.119 -0.207 0.939
H 0.47099 -3.69493 -2.16701 1.156 -0.445 0.206
H -1.16166 -3.64705 -2.16028 -1.811 -0.713 0.099
H -0.54566 -2.26806 -0.14886 -1.020 -1.380 1.883
H -1.27960 -1.24473 -1.45314 2.644 -1.047 1.090
H 1.76254 -2.13195 -0.52748 -0.578 0.539 -1.046
H 1.43956 -0.84741 -1.86682 -0.014 -0.747 0.600
H 0.25234 -0.12426 2.60809 -0.035 -0.471 0.282
H -0.19263 1.56161 3.21803 0.476 -0.925 -0.518
H -0.31107 0.53326 -0.51415 0.473 0.449 0.955
H -2.12905 0.65537 0.51781 -0.263 -0.105 -0.871
H -3.00338 2.00782 2.33410 0.586 -0.346 -0.095
H -2.62561 -0.36671 2.60145 -0.693 -1.226 0.575
```
Positions in Å, forces in eV/Å.

The multiplicity is 3. As for the HOMO energy (alpha / beta): -9.11 / -14.51 eV. The expectation value of S² is 2.01. As for the LUMO energy (alpha / beta): -2.695 / -6.463 eV. The total energy is -766.6197 Ha. The calculation puts the gap between HOMO and LUMO (alpha / beta) at 0.2356 / 0.2955 Eh. Its charge is +1.

Results of the Mulliken charge analysis, in e, for atoms 1 through 4:
1 C -0.40
2 C -0.25
3 C -1.42
4 C -0.15

Entry 2:
Here is an isolated ion of composition C6H16N4 and charge +2 at a distorted geometry from the Open Molecules 2025 dataset. Energies are from wB97M-V/def2-TZVPD.

Geometry as XYZ:
```
26
Properties=species:S:1:pos:R:3:forces:R:3
C -1.60968 -0.58448 -0.14212 -0.501 -0.613 -1.002
C 2.45524 -0.94538 1.00633 4.197 0.740 -2.827
C 2.63406 0.08047 -1.41733 1.606 -0.271 -2.258
C 1.85570 1.46315 0.43516 -3.671 -0.896 2.594
C -3.98689 -0.73702 0.03172 -2.583 1.460 1.703
C 2.01629 0.11166 -0.04439 0.570 -3.887 -2.095
N -0.40712 0.06607 -0.19965 -2.508 2.268 0.365
N -2.77995 0.02169 -0.08309 3.212 -0.534 1.369
N -2.82593 1.25375 0.26637 -1.370 2.915 0.152
N 0.58480 -0.59039 -0.39432 1.726 3.968 1.385
H -1.54585 -1.63784 -0.12075 -0.746 -1.225 -0.350
H 1.87230 -0.96261 1.85220 -1.440 -0.129 1.920
H 2.79093 -1.95921 0.62147 -0.913 1.169 0.250
H 3.44340 -0.45782 1.25997 -0.761 -0.712 0.365
H 2.22925 0.88376 -2.07107 0.079 -0.210 0.707
H 2.48863 -0.82363 -2.07055 0.106 0.348 1.113
H 3.74165 0.25788 -1.41995 -0.911 -0.178 0.372
H 1.25383 1.97629 -0.27198 -0.726 0.778 -0.494
H 1.22968 1.21224 1.37165 0.840 1.635 -0.800
H 2.66683 2.09783 0.64645 1.518 0.046 0.341
H -4.05710 -1.02260 1.09615 -0.056 0.146 -0.270
H -4.88050 -0.04647 -0.16949 1.294 -1.271 -0.134
H -3.94231 -1.62016 -0.51721 -0.083 -1.196 -1.337
H -1.96556 1.78942 0.41048 -0.336 -0.338 -0.178
H -3.75082 1.71953 0.38535 1.065 -0.587 -0.348
H 0.48913 -1.54615 -0.46139 0.390 -3.428 -0.543
```
Positions in Å, forces in eV/Å.

The multiplicity is 1. As for the HOMO energy (alpha / beta): -18.60 / -18.60 eV. As for the LUMO energy (alpha / beta): -10.603 / -10.603 eV. The total energy is -456.4390 Ha. The calculation puts the energy above the lowest of the compared OMol25 structures with the same formula, charge and spin at 548.01 kJ/mol. The calculation puts the gap between HOMO and LUMO (alpha / beta) at 0.2938 / 0.2938 Eh. Its charge is +2.

Results of the Mulliken charge analysis, in e, for atoms 1 through 4:
1 C -0.05
2 C -1.44
3 C -1.43
4 C -1.26

Entry 3:
Here is a 2-piece molecular cluster, C6H16NO10P2 overall at a distorted geometry from the Open Molecules 2025 dataset. Energies are from wB97M-V/def2-TZVPD.

Geometry as XYZ:
```
35
Properties=species:S:1:pos:R:3:forces:R:3
O 3.67108 -1.27368 2.51803 -2.494 3.461 -7.014
C 3.27200 -0.73049 1.36337 2.302 -1.443 3.622
O 4.26186 0.08239 0.60663 -3.515 -1.661 0.488
C 1.79071 -0.91036 0.66735 0.766 -0.569 0.308
C 0.56252 -1.12305 1.73107 1.314 -0.427 0.557
C -0.38311 0.18945 1.98257 0.601 -2.328 2.908
N -0.93831 0.83930 0.73643 0.687 1.734 0.947
P -1.55337 2.46585 1.27134 -3.271 3.968 4.969
O -2.48133 2.28170 2.57228 3.587 0.202 -5.498
O -0.19555 3.47015 1.81108 -1.077 -2.671 -1.583
O -2.36216 3.27996 -0.03819 1.028 -2.315 2.283
P -2.29153 -0.02455 -0.03730 -3.967 -2.794 -7.720
O -2.20483 0.33522 -1.60701 -0.291 -0.714 6.749
O -3.88404 0.46693 0.57784 1.950 -0.510 -1.578
O -2.19844 -1.76695 0.04860 -1.210 1.826 0.862
H 3.83619 0.40026 -0.26585 0.462 -0.866 1.791
H 1.64777 -0.03568 -0.09595 0.163 -1.809 0.859
H 1.85342 -1.91446 0.02486 0.050 2.387 1.245
H 1.07533 -1.36890 2.78122 -1.237 0.651 -2.150
H -0.00690 -2.10042 1.42376 0.702 2.315 0.510
H 0.19978 0.93836 2.69907 -1.294 -1.305 -1.983
H -1.32206 -0.17165 2.62248 1.908 0.965 -1.526
H -0.23859 1.05075 -0.00886 0.273 -0.568 -0.420
H 0.64245 2.90888 1.86929 -1.406 0.964 -0.343
H -3.28838 2.89839 -0.18677 1.665 0.389 0.556
H -4.49205 0.58798 -0.22092 1.268 -0.278 0.968
H -3.03604 -2.17613 0.41576 1.203 0.860 -0.404
O 1.31775 0.12997 -1.89213 0.054 0.603 0.613
C 1.58382 -0.53476 -3.02558 0.483 0.677 -0.038
C 0.43241 -1.61565 -3.28957 -0.486 -0.930 -1.170
O 0.70688 -2.29119 -4.41458 -0.329 0.265 0.875
H 2.53417 -1.09533 -3.06613 0.089 -0.304 0.454
H 1.64775 0.06190 -3.95271 -0.546 0.219 0.037
H -0.51566 -1.05047 -3.26348 0.089 0.420 -0.425
H 0.35646 -2.20376 -2.35797 0.479 -0.413 0.252
```
Positions in Å, forces in eV/Å.

The multiplicity is 1. As for the HOMO energy: -2.00 eV. As for the LUMO energy: 0.503 eV. The total energy is -1727.8765 Ha. The calculation puts the energy above the lowest of the compared OMol25 structures with the same formula, charge and spin at 764.71 kJ/mol. The calculation puts the gap between HOMO and LUMO at 0.0919 Eh. Its charge is -1.

Results of the Mulliken charge analysis, in e, for atoms 1 through 4:
1 O -0.61
2 C 0.49
3 O -0.51
4 C 0.07

Entry 4:
Here is C6H16NO10S2Sn as an isolated structure at a distorted geometry from the Open Molecules 2025 dataset. Energies are from wB97M-V/def2-TZVPD.

Geometry as XYZ:
```
36
Properties=species:S:1:pos:R:3:forces:R:3
C 0.18459 1.67780 2.62414 0.153 1.441 1.250
O -0.43151 0.94174 1.59558 0.999 -1.517 -0.459
C -1.72701 1.25308 1.19382 -0.053 0.069 0.254
C -2.10705 0.39004 -0.02238 0.458 0.440 -0.798
N -1.01993 0.34496 -1.09108 -2.429 3.452 -0.202
H -0.46838 1.19119 -0.97795 0.249 0.006 -0.248
H -0.43049 -0.48571 -0.87307 0.845 -0.801 0.041
C -1.41376 0.22881 -2.56354 0.492 2.034 1.713
C -0.09792 0.11353 -3.31789 -0.099 -1.038 -0.358
O 0.85241 1.12338 -3.03366 -0.366 0.135 0.140
C 2.06851 0.87965 -3.74298 0.494 0.281 0.586
H -0.35335 1.69300 3.57595 -0.234 -0.586 -0.057
H 0.31762 2.73855 2.38388 -0.140 0.025 -0.599
H 1.17812 1.29673 2.85690 -0.171 -0.433 -0.211
H -1.76786 2.33500 1.02865 -0.133 0.058 -0.592
H -2.44333 1.07821 2.00234 -0.123 -0.254 0.008
H -3.00899 0.83625 -0.44089 -0.091 -0.176 -0.137
H -2.28584 -0.65715 0.21525 -0.110 0.086 0.285
H -1.90514 1.18677 -2.74323 -0.344 -0.157 -0.443
H -2.10901 -0.60181 -2.64810 0.306 -0.159 -0.343
H -0.25250 0.14965 -4.39869 -0.396 -0.437 -0.066
H 0.28228 -0.85930 -2.98989 0.468 0.013 -0.640
H 2.01050 1.00122 -4.82733 -0.576 -0.084 -0.090
H 2.48911 -0.09930 -3.50643 -0.226 -0.099 0.056
H 2.77004 1.64028 -3.40240 -0.026 -0.003 0.122
Sn 0.72849 -1.71976 1.99227 0.395 0.007 1.323
S 1.01299 -0.86404 5.38840 -2.195 0.361 3.034
O 1.91227 -0.56335 4.26543 1.295 0.035 -3.335
O -0.08709 -1.74154 4.87322 -0.430 -0.858 -2.266
O 1.69853 -1.55787 6.45926 0.724 -0.335 -0.035
O 0.38407 0.36992 5.88685 0.288 0.314 -0.570
S 0.79589 -2.68805 -1.18132 2.843 -2.167 -2.228
O -0.06618 -3.60257 -1.88354 -0.992 -0.173 0.230
O 1.77322 -2.10771 -2.10284 -0.253 0.762 0.237
O -0.00547 -1.60243 -0.53700 -0.376 -0.431 2.521
O 1.52218 -3.31917 -0.05771 -0.248 0.189 1.876
```
Positions in Å, forces in eV/Å.

The multiplicity is 1. As for the HOMO energy: -4.67 eV. As for the LUMO energy: 0.853 eV. The total energy is -2056.0397 Ha. The calculation puts the gap between HOMO and LUMO at 0.2028 Eh. Its charge is -1.

Results of the Mulliken charge analysis, in e, for atoms 1 through 4:
1 C -0.97
2 O -0.17
3 C -0.64
4 C -0.71

Number 4 is which compound?
C6H16NO10S2Sn